Density functional theory data (ωB97M-V/def2-TZVPD) for the molecule C9H3Cl2NO3.

## Properties
multiplicity	1
ΔE to the lowest compared entry with this formula, charge and spin	2.075	eV
HOMO-LUMO gap (alpha / beta)	6.32 / 6.32	eV
F_max	0.08150	Eh/bohr
calculated total energy	-42052.5577	eV

Geometry as XYZ:
```
18
Properties=species:S:1:pos:R:3:forces:R:3
Cl 3.80532 -0.65984 -1.20518 -0.05 0.10 0.36
Cl 3.00714 2.30915 -0.66877 -0.07 -0.10 0.12
O 2.26627 -2.33778 1.25799 0.48 1.21 -0.64
O -0.92708 -2.82022 -0.29548 0.41 -1.24 0.04
O 0.66164 2.57941 1.19216 0.29 -0.19 -0.19
N -1.10220 -1.58712 -0.20788 -1.01 1.46 -0.14
C 2.56919 -0.23214 -0.02278 1.26 2.26 -1.51
C -2.58825 0.30299 -0.33312 0.08 0.29 0.22
C -1.60092 1.18230 0.08478 0.30 -0.19 0.01
C 2.12448 1.06571 0.10155 1.08 -1.04 -0.34
C -0.14553 -0.70270 0.08313 3.24 -0.65 0.72
C -2.32557 -1.03883 -0.48405 -0.33 -0.20 -0.10
C -0.32244 0.63518 0.25413 -0.98 0.28 -0.09
C 0.82350 1.52480 0.62928 -1.08 -0.17 0.48
C 2.19890 -1.34831 0.66783 -3.56 -1.91 1.12
H -3.06737 -1.75184 -0.81672 0.10 -0.03 0.01
H -1.78744 2.22279 0.28841 -0.08 0.15 -0.05
H -3.58962 0.65644 -0.52528 -0.07 -0.03 -0.04
```
Forces are in eV/Å.

***

Density functional theory data (ωB97M-V/def2-TZVPD) for C9H3Cl5F6NO6PdS2 as an isolated structure.

## Properties
multiplicity	1
ΔE to the lowest compared entry with this formula, charge and spin	0.554	eV
charge	-1
HOMO-LUMO gap (alpha / beta)	7.28 / 7.23	eV
F_max	0.02611	Eh/bohr
calculated total energy	-127223.9455	eV

Geometry as XYZ:
```
33
Properties=species:S:1:pos:R:3:forces:R:3
Pd -0.09425 0.07519 -0.56127 -0.28 1.00 0.85
Cl -2.63097 -6.32142 -0.61110 0.00 0.00 0.00
Cl -5.35524 -4.81999 -0.87161 -0.01 -0.01 0.00
Cl -5.37034 -1.72118 -1.20346 -0.02 0.00 0.00
Cl 0.04968 -4.71011 -0.64786 0.03 -0.02 0.01
Cl -2.72258 -0.12455 -1.26966 -0.39 -0.26 -0.19
S 2.56810 1.28346 -0.16414 0.48 -0.43 -0.44
S 0.48215 2.94723 0.63046 0.70 0.77 -0.43
F 4.64523 2.32267 1.13173 0.04 -0.05 0.01
F 1.60966 4.42634 -1.25455 -0.02 -0.03 0.03
F 4.53822 2.83887 -0.96646 0.00 0.05 0.06
F -0.20280 5.26850 -0.42045 0.07 -0.09 0.04
F 5.13843 0.84765 -0.37007 0.01 0.03 -0.05
F 1.63899 5.31493 0.71738 -0.01 -0.06 0.00
O -0.09884 3.31995 1.87495 -0.15 -0.25 0.01
O -0.42628 0.37809 1.35742 -0.12 -0.47 -0.77
O -0.32535 2.35071 -0.43568 0.25 -0.65 0.20
O 2.20119 1.40669 -1.55575 0.00 0.02 0.04
O -0.26611 -1.89789 -0.96150 -0.09 0.16 0.30
O 2.61168 -0.05222 0.36701 0.17 0.30 0.24
N 1.92462 2.34477 0.79096 -0.51 -0.02 0.34
C 0.10384 -0.47857 2.32362 0.12 -0.22 -0.19
C -1.46046 -3.89878 -0.79553 -0.01 0.07 0.03
C -1.42101 -2.48919 -0.93093 -0.08 -0.01 0.02
C -3.87114 -3.94011 -0.90035 0.01 0.02 0.00
C -2.65111 -4.60444 -0.78192 0.00 -0.03 -0.01
C 4.32665 1.86606 -0.07791 -0.07 0.02 -0.03
C -2.67637 -1.84611 -1.06377 0.07 0.07 0.02
C 0.91208 4.58082 -0.12982 -0.17 0.10 -0.08
C -3.87102 -2.55729 -1.04245 0.04 -0.01 -0.01
H 1.19600 -0.43965 2.36901 0.01 0.01 -0.01
H -0.20079 -1.52099 2.16638 -0.02 -0.01 0.02
H -0.30188 -0.14946 3.28733 -0.02 0.01 -0.01
```
Forces are in eV/Å.

***

Density functional theory data (ωB97M-V/def2-TZVPD) for a 13-piece molecular cluster, C9H45N11O13 overall.

## Properties
multiplicity	1
ΔE to the lowest compared entry with this formula, charge and spin	0.000	eV
HOMO-LUMO gap	9.14	eV
F_max	0.13412	Eh/bohr
calculated total energy	-53072.7565	eV

Geometry as XYZ:
```
78
Properties=species:S:1:pos:R:3:forces:R:3
O -0.69831 -3.99665 25.58006 0.32 0.09 -0.08
O -7.08373 0.54445 24.09842 -0.05 0.00 0.31
O 2.70034 -2.00563 23.61767 -0.03 0.13 -0.29
O 4.32595 0.39380 16.39247 0.66 0.89 -2.00
O -3.45226 -7.15175 24.53165 0.27 -0.06 0.02
O -2.32025 0.72647 26.82663 0.19 -0.05 0.11
O -6.87440 -5.79188 27.01498 -0.22 -3.20 -0.90
O -6.99284 6.52461 24.73392 -0.61 0.25 1.19
O -8.35810 -2.48128 21.25687 0.24 0.10 0.16
O 1.04053 5.15825 20.58838 -0.32 -2.05 -0.21
O 1.51008 -5.66684 18.62867 -2.42 1.32 -0.73
O -3.57385 -6.18264 18.49657 -0.16 0.22 0.12
O -2.72664 -0.39427 21.92490 -0.24 -0.57 -0.30
N 4.81243 1.03689 18.46508 2.42 2.82 2.58
N 3.56752 3.20249 22.54433 1.96 -0.02 -0.29
N 3.03898 -5.77722 20.23918 1.06 0.51 2.72
N -6.65565 -3.63603 26.60398 0.03 1.45 -2.00
N -3.47411 -2.41493 21.08735 -1.88 0.40 -0.09
N -6.71751 -4.31223 28.67033 -0.13 0.88 3.47
N 3.34185 -0.57656 18.08575 -1.37 -1.55 1.17
N -5.38804 5.21964 23.96754 3.50 -4.93 0.37
N -1.37365 -1.97263 21.17353 6.72 -1.25 -0.93
N 3.12029 -7.12215 18.52047 2.06 -3.60 -1.80
N -6.05991 6.88058 22.74958 0.17 1.33 -3.47
C 4.20424 0.32554 17.58681 -2.24 -2.62 -1.87
C -6.21357 6.18020 23.87245 -3.23 3.52 1.20
C 2.46076 -6.19113 19.13556 -0.77 1.68 -0.69
C 2.25905 3.50456 22.01931 -1.35 0.06 1.95
C -2.51839 -1.47311 21.36393 -4.29 1.30 1.81
C 2.28243 4.84288 21.19874 0.06 -0.23 0.66
C 1.31434 3.47629 23.24682 -1.35 0.78 -0.82
C 0.76675 6.44775 20.15307 1.07 1.23 0.97
C -6.79016 -4.67898 27.41893 0.45 0.56 -0.75
H -3.01040 1.14302 27.34279 -0.14 0.11 0.17
H -0.60575 -1.55207 21.67705 0.07 0.07 -0.53
H -1.17625 -2.76857 20.58394 -0.15 0.10 0.44
H -3.76080 -7.08383 18.23361 -0.08 -0.22 -0.04
H 1.46925 6.83853 19.41694 -0.03 -0.35 -0.59
H -3.33620 -3.07744 20.33758 -0.27 0.08 0.26
H -1.04005 -4.51014 26.31202 -0.07 -0.18 0.16
H 0.34053 3.76883 22.85412 -0.40 0.02 0.37
H 5.24813 1.86379 18.08231 0.19 -0.12 0.58
H -2.72539 0.55787 25.97594 -0.05 -0.07 -0.30
H 3.62171 -2.13511 23.84251 0.24 0.00 0.06
H -0.26674 6.59777 19.84083 0.12 -0.61 -0.14
H 1.89173 2.69680 21.38631 0.34 0.06 -0.38
H 1.18572 2.52107 23.75584 0.29 -0.37 -0.55
H 1.55155 4.15261 24.06805 0.40 0.46 -0.30
H -5.03622 4.83171 23.10392 0.42 -0.14 0.55
H -5.83193 6.33643 21.92980 0.25 0.30 -0.05
H -6.80716 -4.98852 29.41511 -0.15 0.37 -0.19
H -2.66001 -6.04460 18.24739 0.30 0.04 -0.07
H 2.79474 -1.12254 17.43561 0.33 0.12 0.22
H -6.64876 7.66770 22.51769 -0.23 -0.36 0.57
H 3.12281 4.67319 20.52564 -0.14 0.28 -0.67
H 2.22428 -2.58340 24.21413 -0.26 -0.16 0.22
H -8.53327 -2.58078 20.32111 0.00 -0.03 -0.26
H 3.68365 2.27180 22.91907 -0.50 -0.59 -0.71
H -4.40877 -2.13556 21.34901 -0.01 -0.17 -0.59
H -6.67187 -2.68564 26.94546 0.16 -0.24 -0.66
H 3.76751 -6.38151 20.59155 -0.09 0.87 0.56
H 2.56575 5.68508 21.83004 0.14 0.07 0.43
H 4.63716 0.91651 19.45244 0.14 0.47 -0.32
H 3.73854 3.69406 23.40990 -0.11 0.88 -0.12
H 0.92921 7.12365 20.99263 -0.18 0.36 0.37
H 3.26171 -0.76550 19.07468 -0.14 0.00 -0.34
H -6.55190 -3.89805 25.63409 -0.18 0.68 0.13
H 3.87406 -7.60388 18.98935 -0.11 -0.03 -0.63
H -6.81642 -3.31764 28.81557 0.10 -0.50 0.84
H -3.76686 -6.60056 23.81509 -0.06 0.12 -0.21
H -4.18077 -7.17791 25.15197 -0.26 -0.03 0.23
H -6.41679 1.07071 23.65745 0.20 0.11 -0.12
H -1.47670 -3.63381 25.15735 -0.19 0.10 -0.14
H 2.71557 -4.92990 20.68365 0.15 -0.52 0.17
H -9.22150 -2.52087 21.66820 -0.22 -0.04 0.14
H 2.86445 -7.34043 17.56810 0.05 -0.18 0.43
H -5.33202 4.67985 24.81934 -0.24 0.02 -0.36
H -7.48540 0.03018 23.39812 -0.11 -0.18 -0.21
```
Forces are in eV/Å.

***

Density functional theory data (ωB97M-V/def2-TZVPD) for C9H4Cl2LuN2O3Pr as an isolated structure.

## Properties
multiplicity	3
ΔE to the lowest compared entry with this formula, charge and spin	0.562	eV
charge	+4
HOMO-LUMO gap (alpha / beta)	4.59 / 4.62	eV
F_max	0.20724	Eh/bohr
calculated total energy	-91206.8492	eV

Geometry as XYZ:
```
22
Properties=species:S:1:pos:R:3:forces:R:3
Lu 0.72399 1.44740 -0.53277 -4.34 -1.93 -1.84
Pr -1.25592 -0.39991 -4.76929 -4.31 -3.11 1.86
Cl -0.43547 -2.47151 -3.41336 -0.54 2.34 -1.16
Cl -0.77919 3.20154 -1.27765 0.89 -1.38 0.16
O 1.70707 -1.25309 -6.36192 -5.21 1.64 1.93
O 1.32579 2.02279 -5.16203 -5.52 -3.83 1.60
O 3.10685 3.20456 0.72766 -3.52 -2.46 -2.05
N 0.09396 0.25045 1.12573 -0.27 -0.79 -0.30
N -2.05715 -2.34030 5.32742 1.90 1.96 -3.06
C 0.67337 -0.92541 -5.95147 7.84 -2.88 -3.67
C 0.40240 1.34801 -4.90295 7.22 5.89 -1.68
C -0.91350 -1.08973 3.32390 -0.43 -0.19 0.10
C -1.76898 -0.31223 2.52061 -0.49 0.49 -0.65
C -1.51164 -1.77171 4.43942 -1.41 -1.73 2.76
C -1.25456 0.32293 1.40324 0.59 -0.31 0.80
C 0.91091 -0.60381 1.83899 -0.61 0.35 0.38
C 0.43769 -1.25799 2.96429 0.56 -0.24 -0.08
C 2.26304 2.60002 0.24075 7.78 5.84 4.36
H -1.86593 0.89294 0.68943 0.09 -0.04 0.58
H -2.83962 -0.21313 2.75601 0.60 -0.15 -0.07
H 1.10025 -1.91689 3.55273 -0.43 0.41 -0.40
H 1.93663 -0.73493 1.46126 -0.40 0.10 0.43
```
Forces are in eV/Å.